The following is a DFT calculation (ωB97M-V/def2-TZVPD) of an isolated molecule of C3H10P2 at a distorted geometry.

```
15
Properties=species:S:1:pos:R:3:forces:R:3
H 1.0396 1.7222 1.0091 0.556 -0.288 0.735
H 2.1505 0.1412 1.2889 -1.074 0.747 0.977
C 0.7332 0.0689 -0.2989 -2.196 2.821 0.438
P -0.9587 0.5676 -0.5247 0.953 -1.745 0.675
C 0.9723 -1.3366 -0.4668 -0.810 -2.347 0.442
H 0.2255 -1.8019 -1.1789 1.497 0.454 -0.346
H 2.0681 -1.4452 -0.5707 -0.592 -0.624 -0.657
H 2.5648 1.2384 0.1345 -1.696 -0.105 0.031
H -3.0585 0.8075 1.3862 0.018 0.324 0.613
H -0.9872 1.8653 -0.7868 0.167 2.049 -0.238
H -1.0803 -0.0175 -1.7323 -0.720 -0.597 -1.202
P -3.3255 0.2200 0.1564 1.183 0.119 -0.716
H 0.6644 -1.9752 0.3963 0.687 0.511 0.218
H -2.6015 -0.9110 0.5434 -0.371 -0.761 0.298
C 1.5934 0.8563 0.6441 2.397 -0.559 -1.269
```
Positions in Å, forces in eV/Å.

Calculated values
M (g mol⁻¹): 108.06
F_max (eV/Å): 3.60
LUMO energy (alpha / beta) (eV): 0.152 / 0.152
Gap between HOMO and LUMO (alpha / beta) (eV): 6.81 / 6.81
HOMO level (alpha / beta) (Ha): -0.245 / -0.245
Energy relative to the best compared isomer or geometry (same formula, charge and spin) (kcal/mol): 61.7

---

The following is a DFT calculation (ωB97M-V/def2-TZVPD) of a cluster of 10 separate species, C66H146N6O10 in total at a distorted geometry.

```
228
Properties=species:S:1:pos:R:3:forces:R:3
H 6.5817 -26.6835 8.6883 -0.040 0.421 0.464
H 9.4385 -5.3069 7.2670 0.136 -0.071 -0.304
H 10.8484 -20.3952 4.3633 0.118 0.014 0.094
C 18.1383 -12.7476 8.0383 -1.532 1.963 -2.906
H 4.5494 -24.9649 3.8689 0.574 0.827 0.864
H 5.5576 -19.3599 16.5395 -0.032 -0.020 -0.145
H 7.5681 -2.2101 4.3859 -0.336 0.166 0.393
H 9.2143 -12.9142 7.5351 0.225 -0.091 0.021
H 14.9667 -8.8762 7.2236 0.755 0.024 0.015
H 5.4104 -15.7466 16.2379 -0.966 -0.435 0.354
H 17.0845 -15.0938 6.6734 0.142 0.055 0.387
C 6.2697 -23.7878 8.2354 -1.293 -0.096 0.032
H -1.4360 -5.2965 11.6500 0.548 0.659 -0.807
H 2.0241 -8.9398 11.0827 -0.016 -0.703 -0.584
H 17.5437 -9.8900 8.1477 -0.651 -0.225 0.364
H 0.3901 -13.5001 -5.6463 -0.341 0.354 -0.263
H 6.7646 -2.7997 6.6974 0.198 0.202 -0.107
C 2.5479 -26.3442 6.5131 0.977 -0.402 -1.874
C 0.0572 -14.7992 -1.2228 0.897 0.261 1.088
C -2.2982 -17.1709 6.4869 -1.253 1.616 1.676
H 5.0764 -25.5353 9.9693 -0.352 -0.004 0.440
C 8.6100 -7.2645 -0.5486 -0.536 -0.148 -0.834
H 4.9820 -15.3730 5.6209 -0.407 -1.277 0.818
H 18.8668 -13.4353 7.6088 -0.309 -0.830 0.878
H 9.0743 -15.5154 9.0730 -0.791 0.295 0.205
H 1.7896 -25.5628 6.4612 0.396 0.425 1.183
H 2.5329 -14.0759 -4.4447 -0.276 0.320 -0.219
H 11.7020 -20.2476 2.8138 -0.889 0.011 -0.406
H 2.3335 -14.8654 -2.9203 0.004 0.018 0.200
C 11.4474 -20.9291 3.6255 0.456 0.701 1.037
C 9.8215 -4.3141 7.5031 -0.484 -0.193 0.225
H 3.8077 -19.0883 16.2600 0.054 -0.861 0.258
C -0.8359 -17.5833 4.5500 0.763 -0.010 0.608
H 16.0969 -11.5213 4.9875 -0.494 -0.167 -0.354
H 10.0795 0.8773 7.4296 0.143 0.654 0.095
C 5.7924 -16.5196 15.5711 -0.552 0.936 -0.405
H 10.9723 -1.9390 8.4121 0.192 0.124 0.591
C 4.9638 -26.9546 5.7513 -0.289 -1.748 -0.917
H 18.2064 -11.9485 5.9754 -0.456 -0.343 -0.045
H 10.8267 -4.1701 7.1067 0.050 -0.276 0.064
H -1.2268 -6.2004 12.9359 0.452 -0.491 0.636
C -0.4010 -11.5072 -1.0929 -0.194 0.479 -0.125
H 9.6317 -15.8627 7.5513 -0.337 -0.007 -0.760
H -2.4813 -16.3951 7.2303 -0.323 0.278 0.361
H -0.4948 -10.5361 -1.5790 0.026 0.060 -0.115
H 8.8511 -0.1554 4.5786 0.165 -0.118 -0.934
H 7.2880 -4.3997 7.1081 -0.634 -0.110 0.945
C 6.9515 -16.4109 6.3630 -0.944 1.436 0.237
H 0.7216 -15.6507 -1.0761 -0.246 -0.372 -0.345
N 15.6344 -12.1444 7.8811 1.657 -0.594 1.824
H 0.0467 -17.3467 3.9558 -0.263 0.730 -0.196
H 5.2142 -28.0991 7.5834 -0.423 0.184 0.077
N 4.5098 -24.7692 6.7534 4.111 -5.501 -1.507
C 18.3099 -11.5861 6.9982 -0.826 0.866 0.450
H -0.4731 -9.5859 12.6066 0.136 -0.561 0.981
H 16.5654 -13.4400 9.9457 0.280 -0.326 0.546
C 10.3255 0.3296 6.5199 -0.466 0.906 2.666
H -2.1336 -18.0194 7.1510 0.436 -0.386 -0.659
H 0.1951 -10.9738 11.7919 0.614 0.135 -0.257
H 5.4168 -15.0469 8.3026 -0.439 -0.607 -0.585
H 9.8535 -4.2891 8.5923 -0.040 0.342 0.022
H 3.6464 -26.0471 9.0209 0.460 -0.238 -0.249
H 17.1947 -14.9789 9.2561 0.435 0.451 -0.449
C 16.5995 -13.2719 7.9094 1.876 -1.128 -1.209
C -0.3114 -13.8183 -4.8751 0.805 0.564 -0.262
H 7.9283 0.8138 7.0663 -0.731 0.190 -0.236
H 9.5738 -9.2218 -0.1877 0.129 -1.382 -0.060
C 9.3631 -22.5308 3.4328 0.428 0.945 -1.005
O 1.2065 -11.6062 -3.9233 -0.011 -0.755 0.472
C -0.5322 -14.6932 -2.6317 1.673 1.780 0.762
H 8.0888 -11.6146 5.9949 -0.210 0.579 -0.275
O -2.0330 -7.3946 10.1828 -1.293 0.882 -1.883
C -1.1415 -16.6234 5.7161 0.975 -0.573 -1.939
C -2.0999 -10.3006 10.8055 0.089 1.715 0.803
H 8.4417 -12.6214 4.6056 0.209 -0.314 0.173
O 8.4286 -13.2351 7.9838 -1.055 -0.642 -0.104
H 6.1753 -16.4054 9.1348 0.225 -0.128 -0.287
H -0.6897 -14.7888 -5.1963 -0.123 -0.002 0.210
H 3.2532 -17.6821 14.1293 0.267 -0.255 0.128
H 3.8754 -24.3732 9.3481 0.013 0.076 0.228
H 0.0651 -5.0765 12.6278 0.296 -0.147 -0.537
H -0.7681 -14.9434 -0.5255 0.058 0.051 0.167
H 6.3906 -14.7148 9.5030 1.475 0.080 0.078
C 7.4107 -15.4471 7.5221 2.086 0.009 1.959
C -0.0384 -6.9309 11.3451 1.553 -1.577 -0.332
H 7.4592 -14.7076 4.3630 0.532 0.537 -0.031
H 0.8168 -7.4246 13.2713 -0.278 -0.061 0.178
C 8.7326 -15.9914 8.1539 0.473 -0.784 0.192
N 7.8901 -14.1427 7.0077 -1.439 0.472 -2.106
H 10.2523 -7.4710 1.8124 -0.237 -0.136 -0.024
H 8.6876 -17.0555 8.3858 -0.298 -0.163 -0.026
C 0.4677 -13.9178 -3.5667 -0.454 0.041 -0.137
H -1.1062 -13.0883 -4.7216 -0.068 -0.109 -0.370
H 8.8280 -2.5983 3.3831 0.726 0.402 -0.079
H 2.7780 -26.9033 7.4200 -0.434 0.729 0.324
H 3.4966 -26.1353 3.8596 -1.282 -0.064 -0.153
C 2.1564 -11.3579 -1.3103 -0.680 -0.399 0.279
C 16.4512 -14.2067 6.6610 -0.521 0.154 -0.343
C 3.6807 -25.2470 4.4638 0.263 -1.178 -0.363
H 5.9313 -13.9696 4.1118 -0.120 0.684 0.457
O 11.1587 -22.3425 1.8565 -0.528 -0.689 -4.221
H -0.1915 -5.9829 9.5133 0.408 0.247 -0.457
H 2.0193 -13.8906 -0.5815 0.133 -0.142 -0.781
H 8.2542 -7.3602 -1.5744 0.524 -0.741 -0.436
H 0.8348 -9.3482 9.2315 0.056 -0.289 0.157
C 8.9391 -3.2360 6.8599 0.626 0.163 0.020
C 6.3633 -15.4317 8.6824 -1.336 0.931 -0.720
C 3.9302 -25.8421 5.8539 -0.221 0.926 2.038
H 6.5501 -17.2738 6.8944 -0.256 -0.069 -0.187
H -0.9101 -15.6155 -3.0727 0.408 -0.095 0.123
H 4.4717 -27.8932 5.4966 -0.647 0.090 -0.461
H -0.6717 -8.7992 8.5906 -0.371 -0.230 -0.036
C -0.5998 -5.7917 12.1436 -2.449 -0.007 0.942
H 7.2120 -24.0284 8.7277 -0.129 -0.211 0.002
H 8.8569 -21.5721 3.3197 -0.484 -0.096 0.255
C -0.8273 -9.3855 10.7145 1.102 0.552 -1.762
H -3.2698 -17.2389 5.9975 0.311 -0.326 -0.560
H -0.3021 -16.5392 6.4063 0.262 -0.182 -0.055
H -1.8850 -11.3430 11.0407 0.374 -0.004 -0.630
H 5.3259 -18.2051 14.3895 0.325 -0.569 0.298
C 4.8859 -17.7030 15.2511 1.843 0.434 1.775
C 8.9598 -3.5567 5.3074 -0.223 1.340 0.093
H 11.3315 -0.0036 6.7749 -0.112 -0.734 -0.503
H 14.9948 -10.0924 5.1682 0.536 0.157 0.087
H 6.9490 -11.7730 4.5686 -0.206 0.043 0.532
H -2.7565 -7.1124 10.7472 -0.204 -0.082 0.053
H 4.5980 -18.2422 17.4921 0.361 0.959 -0.289
H 2.1583 -9.4741 12.6646 -0.438 0.199 0.574
C 10.8533 -22.2432 3.1637 0.523 -0.792 2.360
H 8.2580 -6.2380 -0.4456 0.405 0.090 1.190
C 6.2664 -26.2556 7.7366 0.474 1.666 1.312
C 7.6366 -12.2715 5.2518 1.056 -1.055 1.133
C 17.2688 -10.3938 7.2211 1.543 -2.357 -0.864
C 9.3063 -1.0692 4.9605 -0.639 -0.425 -0.906
C 8.6510 -2.3282 4.4242 -1.302 -0.404 0.829
H 9.8933 -4.0075 4.9707 0.171 0.005 0.357
H 19.3389 -11.2285 6.9627 0.092 0.280 0.529
C 0.8450 -12.2213 -1.5895 1.612 -1.071 0.820
N 9.6568 -1.9565 7.1809 -0.411 0.137 -3.240
H 6.6761 -27.8919 6.7163 -0.291 -0.552 -0.682
H -0.4976 -10.5507 8.9894 0.389 0.052 -0.572
H 5.7712 -15.9781 14.6253 1.312 0.178 -0.093
H 10.3350 -1.1734 4.6155 0.294 0.611 0.459
H 2.6130 -11.6704 -0.3712 -0.174 -0.127 0.176
H 12.4586 -21.0698 4.0073 -0.062 -0.312 0.641
O -1.3197 -15.3131 5.1055 -0.391 -0.936 0.586
H -0.4140 -11.3321 -0.0171 0.113 -0.092 0.087
N 0.6444 -12.5209 -3.0090 -1.214 -1.317 -0.369
H 1.6870 -15.6006 -4.3467 -0.273 0.038 -0.150
H 10.8637 -6.0172 1.0476 -0.431 0.160 -0.298
H 5.6236 -26.8383 4.8915 0.204 0.675 0.080
C 5.3296 -25.0378 7.9802 0.432 -0.218 -1.597
C 5.7465 -27.3786 6.9624 0.235 -0.558 -0.108
H 2.9092 -24.4782 4.4196 -0.034 -0.321 -0.058
H 7.4117 -0.6856 7.7966 0.370 -0.076 0.049
H 1.9357 -10.2983 -1.1812 -0.160 0.010 -0.262
C 6.5619 -14.3910 4.8947 1.084 -2.653 -0.242
C 6.9545 -13.4613 6.0809 -0.345 1.544 -3.249
H 8.9913 -23.1814 2.6413 0.065 -0.090 0.031
H 2.0163 -27.0742 5.9028 0.518 -0.446 -0.553
C 10.7497 -7.0936 0.9190 0.113 -0.186 0.261
H 5.8231 -16.4793 4.4865 -0.058 0.329 -0.158
H 6.4772 -23.2438 7.3139 0.200 -0.388 -0.260
H -1.7299 -17.6872 3.9350 0.171 -0.078 -0.087
C 5.6931 -12.7822 6.5833 -1.030 -0.134 1.113
C 16.4839 -14.1618 9.1331 -1.425 0.675 1.235
H -2.6555 -9.9793 11.6866 -0.247 0.212 0.050
H -2.7458 -10.1600 9.9389 0.098 -0.277 -0.006
O 14.2944 -12.5286 8.0570 0.005 -0.666 -1.059
C 4.7642 -18.6147 16.4813 -1.175 -1.068 -0.830
H 7.3821 -2.9611 8.3384 -0.233 -0.691 0.169
C -0.2390 -9.5306 9.2733 -0.378 0.015 0.673
N -1.1033 -7.9185 11.0020 1.334 -2.009 3.164
H 5.2413 -12.0558 5.9079 0.683 0.182 -0.330
H 2.9638 -11.4390 -2.0381 -0.298 -0.194 -0.280
H 2.0026 -6.9984 12.1060 -0.095 0.247 -0.174
H 7.0148 -0.4610 6.1218 0.167 0.298 -0.184
H 8.1453 -4.2411 5.0698 0.203 -0.470 0.373
H 8.0163 -7.9996 -0.0052 -0.232 0.320 0.535
H 11.3877 -23.0805 3.6126 0.170 -0.017 0.902
O 3.6787 -17.1879 14.8338 -1.800 1.039 -0.121
H 4.8354 -13.4467 6.6881 0.170 -0.454 0.643
H 1.2875 -7.0179 9.5540 -0.206 -0.199 0.080
H 18.4138 -12.3312 9.0072 -0.239 -0.515 0.184
H 1.2372 -5.5400 10.5192 0.067 0.266 -0.509
O 3.7177 -23.7501 6.8396 -2.351 4.161 0.548
H 2.0756 -11.9961 -4.0421 0.655 0.427 -0.445
H -0.5168 -18.5436 4.9551 -0.592 -0.289 0.203
H 15.5181 -14.6377 9.3031 -0.310 0.094 -0.481
H 7.8293 -16.7699 5.8257 0.084 0.225 -0.116
H 16.5606 -13.7919 5.6590 0.472 0.675 0.163
H 17.5156 -9.6739 6.4408 -0.607 0.113 -0.192
O 10.3743 -8.9172 -0.6215 -0.594 0.540 -0.059
C 4.4231 -25.2905 9.1319 -0.252 0.502 1.359
C 15.3093 -11.0525 5.5775 0.548 -0.344 1.734
H 13.8626 -10.1069 7.3488 -0.281 -0.242 0.140
C 15.8209 -10.9662 7.0895 -0.871 3.390 -0.095
H 13.9601 -12.1239 8.8608 0.411 0.202 0.276
C 7.7796 -0.2478 6.8687 1.116 0.326 0.223
H -1.3282 -14.6680 5.8164 -0.093 0.160 0.058
H -1.2800 -12.0826 -1.3833 -0.019 -0.056 0.178
H -1.3769 -14.0137 -2.5179 -0.216 -0.041 -0.358
H 10.5507 -6.8709 -1.1342 0.521 -0.672 -0.595
H 9.1505 -23.0039 4.3915 0.235 0.294 0.031
H 11.7744 -7.4623 0.9656 -0.001 -0.247 -0.181
H 0.7407 -13.2650 0.2871 -0.485 -0.188 0.044
C 1.8127 -14.6383 -3.8505 -0.093 -0.260 1.020
C 1.0780 -7.5639 12.2222 -0.269 -0.575 1.343
H 12.0851 -22.1755 1.6681 -0.042 0.030 0.290
H 4.2766 -23.0952 6.4149 -0.732 1.006 -0.039
H 14.3749 -11.6012 5.6954 0.206 -0.567 -0.564
C 9.2090 -0.7386 6.4607 1.093 -1.855 -0.791
C 1.4248 -9.0353 11.9881 0.112 0.041 -1.970
C 0.9825 -13.5865 -0.7259 -1.060 0.816 -1.138
H 6.7258 -16.7534 16.0831 0.362 -0.337 -0.932
H 5.7372 -23.0562 8.8431 0.023 -0.015 0.275
C 5.9473 -15.7651 5.3005 1.111 1.119 1.453
O 10.0397 -1.7274 8.4960 -0.383 -0.254 0.520
C 0.6334 -6.3553 10.1208 -0.284 0.550 -0.178
H 15.4207 -14.5567 6.6007 -0.170 -0.162 0.444
H 10.4164 1.0650 5.7205 -0.495 -0.354 -0.235
H 14.7483 -9.7043 8.7649 0.736 -0.338 0.170
C 0.1640 -9.8844 11.7741 -1.101 1.436 1.057
H 5.8877 -12.2548 7.5172 -0.139 -0.088 0.159
C 14.8662 -9.8554 7.6919 -1.012 -0.293 -0.866
H 7.2097 -25.9076 7.3156 -0.100 0.259 -0.415
C 10.1039 -7.5487 -0.4068 0.338 2.406 0.509
C 7.4703 -3.3466 7.3226 0.840 0.157 -0.578
```
Positions in Å, forces in eV/Å.

Calculated values
M (g mol⁻¹): 1183.93
F_max (eV/Å): 7.03
LUMO energy (eV): 0.178
Gap between HOMO and LUMO (eV): 7.88
HOMO level (Ha): -0.283
Energy relative to the best compared isomer or geometry (same formula, charge and spin) (kcal/mol): 277.2